*1*
This record from OMol25 describes a cluster of 9 separate species, C36H90O18 in total. The level of theory is ωB97M-V/def2-TZVPD.

```
! wB97M-V def2-TZVPD RIJCOSX def2/J DEFGRID3
* xyz 0 1
O -40.3719 3.3943 -9.0604
O -35.1359 -2.4570 -16.0289
O -37.0225 0.0696 -14.0219
O -27.5385 7.6709 -16.3165
O -27.5019 2.1879 -19.0097
O -30.7134 -1.7133 -17.7075
O -25.9769 9.3977 -18.0506
O -35.7782 7.0888 -9.4285
O -34.6895 -2.6481 -11.6431
O -29.4159 4.6027 -19.6656
O -27.7780 -2.5702 -17.9310
O -38.4844 2.1442 -11.0520
O -30.8851 3.3078 -15.2226
O -36.5047 -4.8777 -10.9528
O -35.5417 4.1583 -10.0031
O -32.7796 0.3815 -19.5166
O -32.1443 -0.9155 -22.8090
O -33.5949 3.5897 -13.4272
C -26.3117 9.6686 -16.6874
C -27.6687 9.0875 -16.4043
C -33.4808 2.1286 -13.5689
C -28.6842 3.6973 -20.5135
C -37.2184 -4.2112 -12.0114
C -33.3934 0.0288 -18.2799
C -26.6969 -2.8690 -17.0544
C -24.5925 9.7236 -18.3774
C -39.4085 4.4393 -9.2918
C -36.4367 -0.4914 -15.2098
C -29.6147 -1.2119 -18.5216
C -30.8973 -1.2650 -16.3617
C -35.2122 6.8750 -8.1122
C -37.7751 1.2813 -14.3083
C -34.1421 -1.3360 -11.5566
C -34.3613 -3.6323 -15.7859
C -39.9376 1.9957 -9.0782
C -32.8349 -0.5528 -20.5815
C -28.1655 -1.2209 -18.0028
C -31.7404 4.4214 -14.9616
C -31.4003 -0.6422 -23.9754
C -32.4191 4.4402 -13.6021
C -28.6281 2.3022 -19.8711
C -29.9384 5.8118 -20.2542
C -30.5515 3.0935 -16.6510
C -35.0846 -4.9324 -10.9985
C -34.2714 -3.6454 -10.6998
C -28.6796 7.0167 -15.8204
C -39.6486 1.5556 -10.5298
C -34.2154 3.7656 -9.9936
C -35.8744 5.1795 -10.9841
C -37.1908 1.5126 -10.7348
C -35.5096 -1.6526 -14.9104
C -32.0211 0.0439 -21.7316
C -26.3669 1.8600 -19.8215
C -35.2558 6.5121 -10.6160
H -28.1152 -0.7255 -17.0331
H -30.5029 6.3117 -19.4671
H -34.5966 7.6680 -7.6877
H -30.2990 4.0072 -17.1891
H -38.8226 1.1720 -14.5890
H -26.5134 10.7391 -16.6479
H -33.3791 0.7486 -17.4615
H -36.1116 6.8522 -7.4968
H -33.5125 -3.3634 -15.1572
H -34.7052 -5.6549 -10.2758
H -34.6729 5.9301 -8.0452
H -26.4443 0.9246 -20.3757
H -29.6366 -1.5650 -19.5526
H -35.7936 -2.4077 -14.1774
H -30.1059 -1.5348 -15.6624
H -31.0414 5.2572 -14.9311
H -31.5472 0.3725 -24.3452
H -35.7212 0.2478 -15.5701
H -29.7125 2.4054 -16.7536
H -32.8066 5.4381 -13.3968
H -32.6285 1.7534 -13.0024
H -37.1897 -0.6926 -15.9718
H -28.3308 9.3352 -17.2339
H -24.5040 10.8002 -18.5232
H -29.2291 3.4982 -21.4364
H -30.8650 -0.1771 -16.3016
H -26.1206 2.7341 -20.4242
H -34.4310 -0.1800 -18.5404
H -29.8959 -0.1659 -18.6430
H -27.5069 -0.6051 -18.6153
H -28.3977 5.9718 -15.6911
H -33.8982 3.7209 -8.9517
H -40.5360 1.7816 -11.1211
H -30.3327 -0.7409 -23.7788
H -37.7568 1.9715 -13.4648
H -25.5292 1.6231 -19.1654
H -25.8175 -2.2665 -17.2817
H -34.9991 -0.6940 -11.7603
H -33.7907 -0.7834 -21.0519
H -33.2658 1.9159 -14.6161
H -35.5362 7.2945 -11.3211
H -32.2596 1.1020 -21.8394
H -33.7765 -1.0939 -10.5587
H -32.9894 -0.8922 -17.8597
H -34.5318 -1.2950 -14.5878
H -37.0161 1.9789 -9.7652
H -38.3066 -4.2698 -11.9882
H -35.3940 4.8467 -11.9042
H -39.5893 0.4672 -10.5370
H -29.1659 6.5329 -20.5212
H -31.6395 4.1166 -12.9125
H -34.0163 2.7891 -10.4350
H -34.3953 1.6110 -13.2796
H -32.3125 -1.4365 -20.2150
H -28.8568 7.4376 -14.8307
H -27.7039 4.1170 -20.7390
H -23.8134 9.4197 -17.6784
H -26.5699 -3.9475 -17.1483
H -31.3034 2.7137 -17.3428
H -30.9798 -0.0003 -21.4123
H -33.2044 -3.7394 -10.9018
H -25.5297 9.3170 -16.0143
H -34.7251 -5.2870 -11.9645
H -34.1919 6.5059 -10.8533
H -38.4964 4.1699 -8.7592
H -33.5373 4.4042 -10.5597
H -39.7221 5.3998 -8.8830
H -28.1231 9.4167 -15.4698
H -34.8936 -4.3548 -15.1673
H -37.2375 0.4265 -10.6559
H -39.0139 1.8187 -8.5273
H -36.9332 5.3015 -11.2125
H -29.5140 2.3602 -19.2386
H -33.3610 -1.0943 -12.2775
H -39.1785 4.5074 -10.3551
H -33.9028 -4.1010 -16.6567
H -31.5801 -1.3826 -24.7549
H -40.7729 1.4401 -8.6519
H -28.8081 1.4860 -20.5707
H -29.5100 7.0365 -16.5262
H -36.9060 -3.1740 -12.1326
H -24.3765 9.1963 -19.3066
H -36.3656 1.8374 -11.3686
H -37.3940 1.9247 -15.1013
H -30.5463 5.5164 -21.1093
H -31.8012 -1.7384 -15.9782
H -34.4550 -3.2641 -9.6953
H -26.9803 -2.6986 -16.0157
H -32.4108 4.5938 -15.8036
H -37.0206 -4.6623 -12.9837
*
```

Its HOMO-LUMO gap is 9.4 eV. The value obtained for the HOMO energy is -0.3254 Eh. For the LUMO energy, the calculation gives 0.020 hartree. Its structure (SMILES) is COCCOC.COCCOC.COCCOC.COCCOC.COCCOC.COCCOC.COCCOC.COCCOC.COCCOC.



*2*
This record from OMol25 describes a cluster of 9 separate species, C36H90O18 in total. The level of theory is ωB97M-V/def2-TZVPD.

```
! wB97M-V def2-TZVPD RIJCOSX def2/J DEFGRID3
* xyz 0 1
O 5.1987 3.6081 3.9302
O -7.5137 -3.8103 3.7453
O 4.0025 -4.0409 -1.8308
O -0.3583 -0.7930 1.1143
O -3.3375 3.2486 -9.1679
O 7.1640 5.8057 -4.6318
O 1.4889 -4.1104 11.1192
O 4.7581 -1.9548 -3.4706
O 4.5917 1.6003 6.0167
O -5.4557 1.2672 -9.9346
O -6.5071 3.5036 6.5671
O -0.7015 -4.1534 -7.0899
O -1.9683 0.6068 -1.8153
O 4.3986 6.4131 -4.1565
O -3.8089 3.2056 5.1304
O -5.5633 -5.5649 2.4519
O 0.8145 -1.5449 12.6172
O 0.5328 -3.9846 -9.6466
C -1.4080 -0.3858 0.3120
C 7.8349 7.0073 -4.4962
C -5.6730 2.4013 -9.0166
C 0.6698 -4.0069 -7.2365
C 4.9198 6.6982 -5.4398
C 0.3660 -3.2550 10.8609
C -4.2968 0.5471 -9.6321
C -6.4840 4.1837 5.3312
C 1.9229 -2.1319 13.3023
C 5.3262 -3.4868 -1.6584
C -2.5078 3.8473 4.9020
C -8.8584 -4.2969 3.8004
C 4.8992 2.2162 3.6702
C 3.4330 7.3161 -3.6973
C 2.0055 -4.7897 10.0113
C 1.0217 -3.2557 -8.5716
C 3.5471 -4.6260 -0.6301
C -0.6853 -1.6212 2.2833
C -4.6996 3.5620 -9.3294
C 6.1417 5.7779 -5.6449
C -7.0105 -3.5671 2.4328
C -5.3470 -6.9209 2.0935
C 0.8132 -3.4668 -10.9405
C -0.1254 -2.4665 12.0775
C 5.4036 1.3882 4.8737
C -2.5199 4.4234 -9.0155
C -4.0934 3.0657 6.5083
C -6.5793 -4.8782 1.7244
C 4.5401 -0.7974 -2.6993
C -0.9346 0.0512 -1.0825
C 4.8684 4.5030 2.8190
C -1.5555 0.8642 -3.0997
C 5.1881 1.0686 7.1938
C 5.6917 -2.9573 -3.0559
C -5.5241 2.5443 6.7124
C -1.0589 -4.6982 -5.7929
H -8.9976 -5.3102 3.4236
H -6.2547 -7.5241 2.1137
H 6.0444 1.6736 7.4919
H 2.1042 -3.2234 -8.6944
H -0.3510 -0.6788 -1.6433
H -4.6408 -7.4036 2.7690
H -6.2221 -4.7062 0.7090
H 0.2161 -1.8236 2.8617
H -1.1297 0.0670 -3.7090
H -0.9088 1.7407 -3.0590
H -0.4949 -3.1039 12.8808
H 3.7772 8.3466 -3.7847
H 6.6481 6.0725 -6.5641
H -2.8671 5.0791 -8.2171
H 2.8569 -5.4087 10.2945
H 5.3274 0.3416 4.5787
H 8.7930 6.7624 -4.0379
H -4.2429 -0.3564 -10.2395
H -2.0030 -1.2728 0.0944
H -9.4707 -3.5510 3.2938
H -0.9143 -3.9934 -4.9741
H 5.9013 4.7382 -5.8668
H -5.0617 4.4111 -8.7497
H -3.4072 1.0503 -10.0111
H 0.4046 -4.0198 -11.7863
H 0.5315 -2.4723 10.1205
H -4.0352 3.9979 7.0702
H 4.2169 6.5949 -6.2665
H -7.7086 -3.1131 1.7295
H 3.1828 7.0586 -2.6682
H 4.0143 -0.0568 -3.3020
H 3.9365 -5.6399 -0.5382
H -4.8620 3.9117 -10.3489
H 3.8450 2.0532 3.4463
H 4.6419 3.9450 1.9105
H 2.4630 -4.7077 -0.5512
H -5.7923 5.0247 5.3800
H -1.2864 -1.0697 3.0063
H 7.3071 7.8285 -4.0112
H 5.4871 -0.3461 -2.4033
H 2.5491 -1.3548 13.7404
H 5.2455 7.7347 -5.5270
H 1.2706 -4.9134 -7.1628
H 5.7303 5.1325 2.5977
H 1.8861 -3.5300 -11.1218
H -0.4357 -3.8507 10.4245
H -2.3323 4.9834 -9.9316
H 5.4906 1.8239 2.8429
H 3.7353 -4.0487 0.2752
H -1.0851 -2.5981 2.0113
H 2.6368 -2.7247 12.7304
H -0.6103 -5.6755 -5.6148
H -2.2841 3.8057 3.8360
H 4.4781 1.2030 8.0098
H -2.4497 1.2327 -3.6025
H 5.4151 -2.6410 -0.9767
H -7.3978 -5.5893 1.6124
H -5.7047 1.8375 5.9025
H 2.5099 -4.1746 9.2661
H 2.4396 7.2124 -4.1339
H -2.0566 0.3660 0.7618
H -4.1728 0.2231 -8.5988
H 8.2303 7.3648 -5.4469
H -1.5066 4.1518 -8.7193
H -5.4901 2.0286 -8.0088
H -1.7011 3.3088 5.3993
H -5.6061 2.0829 7.6966
H -6.7180 2.7044 -9.0819
H 1.0142 -3.4012 -6.3983
H -2.1408 -4.8308 -5.7976
H 4.0176 5.1573 3.0091
H -9.1885 -4.3794 4.8360
H -3.4605 2.3408 7.0204
H -0.9757 -1.8785 11.7322
H -6.2059 3.5218 4.5112
H -2.4334 4.8131 5.4019
H -0.2333 0.8516 -0.8463
H 6.0135 -4.2662 -1.3296
H -6.1284 -2.9353 2.5368
H -4.9895 -6.8999 1.0641
H 5.6454 -3.8238 -3.7156
H 3.9678 -1.1339 -1.8348
H 6.4691 1.5416 5.0445
H 0.4877 -2.4288 -11.0095
H 1.2253 -5.4224 9.5880
H 6.6637 -2.4845 -3.1965
H 0.6398 -2.2348 -8.5806
H -7.5064 4.4716 5.0863
H 5.4909 0.0329 7.0400
H 1.5456 -2.7818 14.0919
*
```

Its HOMO-LUMO gap is 9.7 eV. The value obtained for the HOMO energy is -0.3451 Eh. For the LUMO energy, the calculation gives 0.010 hartree. Its structure (SMILES) is COCCOC.COCCOC.COCCOC.COCCOC.COCCOC.COCCOC.COCCOC.COCCOC.COCCOC.



Which structure is the least stable? The one labeled *1*.



*1*
This record from OMol25 describes a structure of composition C20H14MgN7OS4. The level of theory is ωB97M-V/def2-TZVPD.

```
! wB97M-V def2-TZVPD RIJCOSX def2/J DEFGRID3
* xyz -1 1
S 0.6866 0.0136 2.6746
S 2.9052 1.9043 0.6809
S -1.1695 2.5580 0.6579
S -3.7751 3.6177 1.4859
Mg 1.5925 -0.1166 0.4324
O -3.3971 1.8387 -0.4167
N -1.2237 1.9925 -2.1808
N 0.0939 0.5137 -0.8943
N 0.9210 -1.8278 -0.3833
N -0.1589 -1.7770 -1.1362
N 1.9940 1.3038 5.7354
N 3.0786 -1.5993 1.0552
N 4.4228 3.5169 3.4453
C 4.7322 -2.4696 2.5292
C -4.7946 1.8886 -0.6114
C -0.5212 -0.5356 -1.4300
C -3.0020 1.1822 -3.6090
C 4.1503 -3.7330 2.4631
C 2.7510 1.8873 2.4092
C 1.9623 1.2665 4.5845
C 1.8909 1.1432 3.1888
C 1.3054 -2.9037 0.2063
C -2.8783 2.6202 0.5387
C 4.1546 -1.4392 1.8034
C -2.2401 -1.4201 -3.0114
C 3.0183 -3.9062 1.6973
C -1.5997 -0.3546 -2.3895
C 2.4971 -2.8105 0.9936
C -3.6357 0.1110 -4.2095
C -1.9619 0.9631 -2.7088
C 3.6515 2.7729 3.0218
C -3.2507 -1.1923 -3.9232
C -0.3286 1.7809 -1.1316
H -4.4343 0.2928 -4.9151
H 0.7455 -3.8374 0.1508
H -5.1324 2.9283 -0.6496
H -4.9895 1.3746 -1.5500
H -3.2972 2.1962 -3.8354
H 2.5199 -4.8622 1.6357
H 5.5990 -2.2878 3.1437
H -1.5494 2.9355 -2.3326
H -3.7438 -2.0194 -4.4137
H -1.9053 -2.4141 -2.7608
H -5.3101 1.3895 0.2107
H 4.5720 -4.5600 3.0149
H 4.5758 -0.4403 1.8218
H 0.4789 2.5146 -1.0883
*
```

Its HOMO-LUMO gap is 5.6 eV. The value obtained for the HOMO energy is -0.1530 Eh. For the LUMO energy, the calculation gives 0.054 hartree.



*2*
This record from OMol25 describes a structure of composition C20H14MgN7OS4. The level of theory is ωB97M-V/def2-TZVPD.

```
! wB97M-V def2-TZVPD RIJCOSX def2/J DEFGRID3
* xyz -1 1
S 2.6701 0.5508 1.0227
S -4.8029 -0.5764 0.3688
S 0.6644 1.8018 -1.4421
S -2.0297 -1.0109 -0.7456
Mg 0.1762 0.1239 0.3100
O -2.7471 1.0798 0.5111
N -0.3228 -1.0042 1.9932
N -0.2904 1.5334 2.0565
N 1.9356 5.2494 -1.0221
N 0.8837 -1.9258 -0.1885
N 4.1422 3.8571 1.8127
N -0.7889 3.5492 3.1144
N -0.9987 -0.4669 3.0769
C 1.6000 -3.7244 -1.5690
C 3.4973 3.1263 1.1966
C -3.2145 3.1057 5.8347
C -3.6387 2.0235 1.0931
C 0.5360 -2.8075 0.7617
C -0.9959 0.8252 3.0264
C 0.7029 -4.1701 0.5986
C -0.2169 2.8181 2.1415
C -3.2209 -0.1216 0.0935
C 1.2380 -4.6354 -0.5933
C 1.4089 -2.3721 -1.3206
C -2.6532 0.9614 4.9066
C 2.6466 2.1997 0.4740
C 1.8547 2.6997 -0.5189
C -1.6327 2.9609 4.0484
C -2.3539 3.7317 4.9599
C -0.0900 -2.2467 1.9830
C 1.9269 4.1170 -0.8039
C -3.3711 1.7175 5.8083
C -1.7666 1.5763 4.0220
H 2.0219 -4.0481 -2.5104
H -3.0184 2.8869 1.3321
H -2.7661 -0.1129 4.8500
H -3.7836 3.7013 6.5377
H -4.4137 2.3045 0.3818
H -2.2389 4.8092 4.9671
H 0.4025 -4.8470 1.3889
H -0.3678 -2.8897 2.8143
H 1.6831 -1.6129 -2.0438
H -4.1176 1.6239 1.9861
H 1.3659 -5.6974 -0.7589
H 0.3532 3.3620 1.3949
H -4.0583 1.2359 6.4918
H -0.6424 4.5444 3.1241
*
```

Its HOMO-LUMO gap is 5.4 eV. The value obtained for the HOMO energy is -0.1490 Eh. For the LUMO energy, the calculation gives 0.049 hartree.



Which structure is the least stable? The one labeled *1*.